No. 1
{
  "formula": "C12H23N5O6RhS",
  "method": "the ωB97M-V functional and the def2-TZVPD basis",
  "s2": 6.149,
  "homo_lumo_gap_ha": [0.1915, 0.2475],
  "charge": 1,
  "max_force_ha_per_bohr": 0.1201,
  "spin_multiplicity": 5,
  "elements": ["O", "H", "Rh", "N", "N", "N", "N", "O", "O", "O", "O", "C", "C", "C", "C", "C", "H", "H", "H", "C", "H", "H", "H", "C", "C", "H", "H", "H", "H", "H", "H", "H", "H", "C", "H", "H", "H", "O", "H", "H", "S", "C", "C", "N", "C", "H", "H", "H"],
  "positions_angstrom": [[-0.28478, -0.94489, -3.43376], [-0.19217, -1.20652, -4.37498], [0.12128, 0.16922, -0.17737], [1.39981, -1.24529, -0.80256], [-0.81316, -1.64462, 0.22938], [0.62824, 2.10455, 0.03694], [-1.42954, 1.05458, 0.92637], [2.62351, -0.99817, -0.96401], [1.78699, 2.55257, -0.26858], [-2.38797, 0.40662, 1.58163], [-1.87092, -1.88397, 0.95117], [-0.28340, -2.75793, -0.34748], [0.93796, -2.52570, -0.98299], [-0.26403, 2.99255, 0.54802], [-1.39430, 2.38706, 1.13088], [1.73424, -3.48858, -1.76275], [1.55839, -3.36014, -2.83299], [1.46937, -4.51171, -1.51702], [2.80115, -3.35978, -1.59668], [-0.99749, -4.04317, -0.18359], [-1.99104, -4.03148, -0.65067], [-1.12902, -4.28144, 0.87824], [-0.42403, -4.85371, -0.64129], [0.04753, 4.43254, 0.63713], [-2.35670, 3.06828, 2.03845], [0.74856, 4.72990, -0.14120], [0.49151, 4.67883, 1.60726], [-0.87381, 5.01436, 0.54455], [-3.03814, 2.34541, 2.49733], [-2.94039, 3.81572, 1.48732], [-1.81918, 3.60341, 2.83424], [1.75442, 1.28432, -1.71004], [-2.22968, -0.65025, 1.32106], [-1.73684, -0.06929, -2.26306], [-2.07657, -1.10414, -2.32351], [-1.61157, 0.53147, -3.14800], [-2.29295, 0.49373, -1.44414], [0.91394, 0.84086, -2.00776], [0.50712, -0.40742, -3.22835], [0.36818, 1.57088, -2.39404], [1.50170, -0.58730, 3.98347], [2.79485, 0.11194, 3.04527], [2.40153, 0.30874, 1.74512], [1.09368, -0.07948, 1.53004], [0.49194, -0.57791, 2.61707], [3.77102, 0.35145, 3.43022], [3.01451, 0.72677, 0.95915], [-0.52376, -0.96291, 2.63651]],
  "forces_ev_per_a": [[2.977, -1.653, -2.379], [-0.026, 0.101, 0.628], [-3.226, -1.725, 4.979], [2.219, 0.003, -0.543], [-0.588, -2.051, -0.726], [2.476, -0.873, -1.255], [0.095, 0.034, -0.775], [-1.220, -0.445, -0.322], [0.269, -0.047, -0.221], [0.468, -1.013, -0.426], [1.158, 0.748, -0.858], [-0.433, 0.840, 0.305], [0.018, 0.577, 0.110], [-3.439, 0.077, 2.322], [1.854, 1.682, -0.494], [0.323, -0.499, 0.029], [-0.108, 0.181, 0.011], [-0.031, -0.057, 0.039], [-0.002, 0.114, 0.076], [0.274, -0.796, -0.227], [0.208, 0.205, 0.170], [-0.042, 0.150, -0.198], [-0.147, 0.121, 0.079], [-0.139, 0.401, -0.126], [-0.275, 0.414, 0.093], [-0.049, 0.000, 0.094], [0.051, -0.036, -0.054], [0.136, -0.039, 0.024], [0.168, 0.284, -0.178], [-0.005, -0.142, 0.147], [-0.136, -0.144, -0.183], [-0.561, -0.121, -0.055], [-0.512, 0.899, 0.276], [-3.336, 1.704, 2.594], [0.085, 0.564, -0.149], [-0.434, -0.047, 0.112], [0.765, -0.573, -0.699], [0.591, 2.217, -3.822], [-0.309, -0.363, -0.217], [0.717, -0.676, 0.266], [0.559, 0.412, -0.841], [-0.755, -0.146, -0.725], [-0.248, -0.347, 1.402], [-0.572, -0.497, 1.904], [1.209, 0.460, -0.418], [-0.059, -0.095, 0.272], [-0.263, -0.033, -0.038], [0.296, 0.229, 0.000]],
  "lowdin_spin": [0.069, 0.008, 0.052, 0.120, 0.221, 0.448, 0.422, 0.374, 0.498, 0.205, 0.277, -0.034, 0.075, 0.265, 0.099, 0.009, 0.004, 0.001, 0.002, -0.012, -0.004, -0.003, 0.000, 0.037, 0.007, 0.002, 0.016, 0.005, -0.001, 0.003, 0.003, 0.002, -0.001, 0.637, 0.028, 0.031, 0.047, 0.087, 0.003, 0.003, -0.003, -0.001, 0.002, -0.001, -0.002, 0.000, 0.000, 0.000]
}

=====

No. 2
{
  "formula": "C12H23NO3S3",
  "method": "the ωB97M-V functional and the def2-TZVPD basis",
  "homo_lumo_gap_ha": 0.2980,
  "charge": 0,
  "max_force_ha_per_bohr": 0.1088,
  "de_lowest_kj_mol": 670.5,
  "elements": ["C", "C", "N", "C", "C", "C", "S", "S", "C", "C", "C", "C", "C", "C", "O", "S", "O", "O", "C", "H", "H", "H", "H", "H", "H", "H", "H", "H", "H", "H", "H", "H", "H", "H", "H", "H", "H", "H", "H", "H", "H", "H"],
  "positions_angstrom": [[3.72104, 1.66409, -0.51262], [2.24447, 0.96704, -0.56006], [2.14235, -0.42133, 0.00374], [2.51356, -0.52885, 1.45894], [2.52694, -2.10953, 2.00612], [2.74638, -1.49136, -0.86422], [4.37690, -1.67797, -1.29903], [1.54813, -2.82614, -1.51894], [-0.17356, -2.08087, -1.65250], [-1.07376, -2.19943, -0.28749], [-2.28310, -1.05255, -0.21756], [-1.55051, 0.42465, 0.03680], [-2.14837, 1.23791, 1.32855], [-3.77901, 1.42087, 1.34116], [-4.20293, 2.60504, 0.55802], [-3.83188, 2.21072, -1.08353], [-4.60341, 3.13267, -2.06449], [-2.15672, 2.63938, -1.23013], [-1.47779, 1.33992, -1.35283], [4.46033, 1.24352, 0.28874], [3.58334, 2.82349, -0.27636], [4.26693, 1.52242, -1.56484], [1.45451, 1.67701, -0.01887], [1.93742, 0.90938, -1.71278], [1.62510, -0.01712, 2.07007], [3.56266, -0.09748, 1.74944], [1.67664, -2.76341, 1.53980], [3.58370, -2.59693, 1.84418], [2.33045, -2.05584, 3.18039], [-0.00987, -0.94722, -1.98496], [-0.68597, -2.61655, -2.58761], [-1.55651, -3.28174, -0.24778], [-0.39694, -2.06585, 0.67142], [-2.88495, -1.02380, -1.24809], [-3.01068, -1.32882, 0.67946], [-0.42180, 0.16292, 0.29335], [-1.56748, 2.27929, 1.37760], [-1.78878, 0.64253, 2.29303], [-4.08711, 1.64322, 2.47199], [-4.30393, 0.42264, 1.01536], [-1.96069, 0.70490, -2.23959], [-0.34508, 1.50917, -1.68393]],
  "forces_ev_per_a": [[0.465, 0.712, -0.449], [0.208, 0.886, -0.970], [0.991, -0.757, -0.591], [-0.675, -1.414, 1.475], [0.043, 0.597, 0.682], [0.280, 0.035, -0.218], [-2.996, 0.391, 0.957], [0.467, 1.799, 0.530], [-0.674, 1.279, -0.275], [-0.599, -0.136, -0.012], [0.805, 0.037, -0.177], [0.633, -0.412, -0.074], [0.874, -0.080, -0.006], [1.063, -0.337, 1.868], [0.989, -1.380, -1.499], [-1.763, 2.937, -2.542], [2.791, -2.668, 4.050], [-1.269, -1.524, 0.327], [0.719, -1.655, -0.458], [-1.647, 0.628, -1.434], [0.366, -2.484, -0.689], [-1.243, 0.438, 2.390], [1.655, -1.728, -0.980], [0.525, 0.088, 2.550], [2.121, -0.718, -1.365], [-2.028, -0.492, -0.685], [1.721, 1.305, 0.756], [-2.223, 0.898, 0.161], [0.495, -0.135, -2.548], [-0.455, -2.410, 0.867], [1.152, 1.041, 2.179], [1.059, 2.233, -0.070], [-1.294, -0.255, -2.063], [1.182, -0.169, 2.355], [1.535, 0.590, -1.979], [-2.293, 0.608, -0.440], [-1.637, -2.105, -0.079], [-1.037, 1.127, -2.002], [0.491, -0.316, -2.678], [0.898, 2.084, 0.378], [0.907, 1.399, 1.819], [-2.602, 0.063, 0.943]],
  "mulliken_charge": [-0.938, -0.375, 0.311, -0.327, -0.899, -0.162, -0.117, -0.075, -0.282, -0.310, -0.753, 1.784, -0.712, -0.333, -0.340, 0.589, -0.551, -0.430, -0.373, 0.225, 0.300, 0.242, 0.153, 0.300, 0.223, 0.203, 0.205, 0.296, 0.320, -0.032, 0.421, 0.338, 0.057, 0.189, 0.322, -1.104, 0.267, 0.392, 0.287, 0.289, 0.332, 0.069]
}